No. 1
ORCA calculation (wB97M-V/def2-TZVPD) on a single C5H3Cl molecule in a non-equilibrium geometry.

Element x y z (Å)
C  3.18152  -0.51779  0.10594
C  1.99639  -0.45982  -0.21231
C  0.57719  -0.42269  -0.09576
C  -0.56664  -0.07492  -0.12705
C  -1.91946  0.49588  0.03145
Cl  -3.22057  -0.75551  -0.00150
H  4.16306  -0.55178  0.35466
H  -2.20595  1.08291  -0.88421
H  -2.00555  1.20372  0.82879

Atoms 1-6, force components in eV/Å:
C -4.82 0.23 -1.51
C 0.86 -0.62 1.85
C 2.43 0.49 -1.01
C -1.62 0.60 0.72
C -0.06 -0.14 -2.66
Cl 0.25 0.11 0.55

Lowest unoccupied orbital energy ... 0.6 eV
Kohn-Sham gap ... 10.3 eV
E ... -652.36806 a.u.


No. 2
ORCA calculation (wB97M-V/def2-TZVPD) on 2 unconnected molecules or ions with the total composition C2H3N in a non-equilibrium geometry.

Element x y z (Å)
C  0.08251  -0.65251  -0.00198
C  0.10412  0.77798  -0.00287
N  1.26019  -0.28892  0.05466
H  -1.35504  -2.49614  -0.02578
H  -0.00529  1.32858  -0.92972
H  -0.08648  1.33101  0.90569

Atomic forces in eV per Å
C 0.72 -1.30 0.07
C -0.48 1.38 -0.11
N -1.01 -0.85 -0.06
H 0.65 0.72 0.01
H 0.08 0.00 0.01
H 0.05 0.05 0.09

Lowest unoccupied orbital energy (spin up / spin down) ... -1.5 / -0.3 eV
Kohn-Sham gap (spin up / spin down) ... 8.9 / 9.5 eV
E ... -132.51543 a.u.


No. 3
ORCA calculation (wB97M-V/def2-TZVPD) on 2 unconnected molecules or ions with the total composition HNP2 in a non-equilibrium geometry.

Element x y z (Å)
N  0.87308  0.14523  0.96004
P  1.22699  -0.86976  -0.25678
P  -0.16838  0.71661  -0.37427
H  -1.93169  0.00791  -0.32899

Atomic forces in eV per Å
N -0.15 -1.00 -0.99
P -0.27 0.52 1.01
P -2.53 -0.24 -0.30
H 2.95 0.72 0.28

Lowest unoccupied orbital energy ... -1.2 eV
Kohn-Sham gap ... 7.9 eV
E ... -737.95415 a.u.


No. 4
ORCA calculation (wB97M-V/def2-TZVPD) on 2 unconnected molecules or ions with the total composition C25H27O8S2 in a non-equilibrium geometry.

Element x y z (Å)
C  0.51250  -4.11773  -2.01999
C  1.66005  -3.22533  -1.65865
O  1.42781  -2.52516  -0.42416
C  2.49486  -1.70352  -0.21758
C  2.52186  -0.98044  1.07720
C  3.85385  -0.42146  1.33857
O  4.37664  0.49002  0.71999
C  4.58847  -1.01569  2.59215
C  4.31482  -0.09414  3.76420
C  2.84751  0.35866  3.82142
C  1.77408  -0.71292  3.55350
C  1.71617  -1.46533  2.20063
O  3.40282  -1.62190  -1.03576
H  0.60490  -4.40901  -3.07117
H  0.50143  -5.03065  -1.41680
H  -0.44492  -3.61652  -1.90351
H  2.57188  -3.81705  -1.51759
H  1.82626  -2.47208  -2.43888
H  4.23106  -2.03728  2.78820
H  5.65754  -1.06107  2.34281
H  4.64779  -0.56850  4.69645
H  4.93621  0.80297  3.65341
H  2.66355  0.75376  4.83065
H  2.72545  1.20634  3.13294
H  1.87784  -1.48692  4.32277
H  0.79647  -0.24071  3.71795
H  0.67572  -1.55406  1.83768
H  2.03744  -2.51183  2.40086
C  -1.84518  -2.24606  -5.41154
O  -2.40870  -2.35883  -4.08914
C  -1.79200  -1.68206  -3.07755
C  -0.85742  -0.63879  -3.26897
C  -0.30991  -0.00578  -2.17062
C  -0.64882  -0.38702  -0.84873
C  -0.43026  0.52936  0.27282
C  -1.32773  1.55870  0.39231
S  -1.98351  2.19207  1.93939
O  -3.04542  1.34324  2.43314
O  -0.90319  2.61381  2.80138
C  -2.76581  3.63140  1.17631
C  -2.81286  3.64292  -0.20787
C  -3.36704  4.71235  -0.90848
C  -3.95754  5.75017  -0.18444
C  -4.00392  5.69075  1.21436
C  -3.41600  4.62844  1.90380
S  -2.15464  2.20092  -1.05299
O  -1.22652  2.70860  -2.03691
O  -3.24683  1.33998  -1.43699
C  -1.38745  -1.57447  -0.68776
C  -2.05224  -2.14880  -1.76233
H  -2.49567  -2.84985  -6.04484
H  -1.83354  -1.20635  -5.77068
H  -0.82175  -2.65319  -5.44069
H  -0.62631  -0.29174  -4.27545
H  0.38801  0.82053  -2.32422
H  0.32735  0.38270  1.03088
H  -3.32228  4.71640  -1.99780
H  -4.36007  6.61020  -0.72048
H  -4.46864  6.49669  1.77730
H  -3.45934  4.55036  2.98827
H  -1.48025  -1.97476  0.32826
H  -2.70457  -3.02433  -1.62707

Atoms 1-6, force components in eV/Å:
C -0.39 -0.45 0.10
C 0.02 0.04 -0.05
O -0.07 -0.73 -0.59
C 1.03 2.49 2.60
C 0.76 0.05 -2.57
C -0.60 -0.22 0.63

Lowest unoccupied orbital energy ... 1.8 eV
Kohn-Sham gap ... 4.8 eV
E ... -2367.04051 a.u.
Charge ... -1


Q: What is the E in the first record?
A: -652.36806 a.u.


Q: Look up the E of the first one.
A: -652.36806 a.u.


Q: What is the formula in the fourth record?
A: C25H27O8S2


Q: Which formula does entry 3 have?
A: HNP2